Here is 7 unconnected molecules or ions with the total composition C5H22O8 at a distorted geometry from the Open Molecules 2025 dataset. Energies are from ωB97M-V/def2-TZVPD.

Geometry (Å):
C1 0.12 2.03 -1.05
O1 -0.34 1.35 -2.20
C2 0.60 1.02 -0.04
C3 -0.47 0.68 1.07
C4 -0.22 -0.65 1.75
C5 0.81 -0.56 2.88
O2 0.56 -1.45 3.95
H1 0.86 2.81 -1.32
H2 -0.71 2.66 -0.70
H3 0.78 0.05 -0.50
H4 1.50 1.35 0.48
H5 -1.43 0.75 0.56
H6 -0.42 1.50 1.78
H7 0.17 -1.43 1.08
H8 -1.11 -1.09 2.21
H9 0.82 0.45 3.31
H10 1.85 -0.74 2.57
H11 -2.83 4.53 -3.20
H12 -1.92 3.96 -4.27
O3 -2.82 4.52 -4.17
H13 -0.77 -4.08 3.72
H14 0.36 -2.41 3.65
O4 -0.06 -3.80 3.12
H15 1.08 3.25 -3.88
H16 1.89 2.01 -4.26
O5 2.03 2.93 -4.04
H17 1.20 -4.77 2.73
H18 1.59 -5.45 1.43
O6 1.84 -5.48 2.36
H19 -0.53 2.88 -5.03
H20 -0.73 2.02 -2.83
O7 -0.64 3.22 -4.13
H21 -1.31 -3.38 0.69
H22 -0.67 -4.39 1.60
O8 -1.06 -4.30 0.69

Results
- LUMO: 5.601 eV
- Electronic energy: -805.65200 Eh
- 2S+1: 1
- Max |F|: 1.79 eV/Å
- Net charge: -2
- HOMO-LUMO gap: 9.0 eV
- HOMO: -3.43 eV

Atomic partial charges in e from the Mulliken method, atoms 1 to 4:
1. C -0.411
2. O -0.524
3. C -0.657
4. C -0.707